The following is a quantum chemistry calculation of a molecular structure, C2H7Br2N2 in a non-equilibrium geometry, from the OMol25 dataset.

The geometry in XYZ format:
```
13
Properties=species:S:1:pos:R:3:mulliken_charge:R:1
C -0.451 -0.696 -0.451 -0.478
C -1.331 -0.075 0.587 0.165
N 0.567 0.358 -0.957 -0.181
N -0.835 0.128 1.872 -0.368
Br -3.113 -0.685 0.541 0.046
Br -1.504 2.319 -0.347 -0.322
H -0.861 -0.905 -1.451 0.349
H -0.124 -1.691 -0.109 0.379
H 1.325 0.255 -0.335 0.328
H 0.184 1.309 -1.116 0.140
H -0.019 0.702 1.923 0.273
H 0.916 0.259 -1.945 0.393
H -1.589 0.173 2.555 0.275
```

Results
- 2S+1 = 1
- largest force on an atom (eV Å⁻¹) = 3.371
- E_LUMO (eV) = -5.19
- HOMO energy (eV) = -13.5874
- net charge = +1
- Kohn-Sham gap (eV) = 8.4